140
Properties=species:S:1:pos:R:3:forces:R:3 method="wB97M-V/def2-TZVPD" spin_multiplicity=1 total_energy_ha=-7397.3231 homo_energy_ev=-8.638 de_lowest_ev=6.069 homo_lumo_gap_ev=8.42
O -8.57526 -1.61838 -0.25385 -1.0 -1.7 -1.6
S -8.90075 -2.70185 -1.19495 1.1 -0.3 -0.1
O -9.42066 -3.98966 -0.70949 0.7 2.4 -0.8
O -9.87536 -2.13897 -2.43023 2.5 -0.2 1.1
C -10.82002 -1.12623 -2.08744 -1.1 -0.2 0.4
C -11.96530 -1.90920 -1.54650 -1.5 0.3 0.2
C -7.38868 -3.09644 -2.25685 -1.4 0.2 1.3
H -11.08059 -0.57764 -2.99258 0.3 -0.2 -0.1
H -10.54776 -0.40579 -1.31612 0.9 -0.1 -0.2
H -12.74277 -1.23141 -1.19402 -0.1 0.0 0.1
H -11.64672 -2.52155 -0.70291 -0.1 0.0 -0.1
H -12.42314 -2.53584 -2.31187 0.1 -0.2 0.1
H -7.80466 -3.85327 -2.92188 0.4 0.2 -0.3
H -6.63447 -3.51007 -1.58739 -0.3 -0.2 0.1
H -6.96498 -2.19373 -2.69698 -0.5 -0.1 -0.2
O 0.02204 2.12707 8.43445 2.5 -1.6 -0.6
S 1.12556 1.16134 8.42044 1.1 -1.2 1.3
O 1.89570 0.66319 7.25810 -2.1 1.3 1.8
O 2.26301 1.73654 9.48400 -2.1 0.8 -0.8
C 3.50209 1.10486 9.70874 0.9 -0.7 -0.5
C 4.55004 2.10397 10.07639 0.2 1.5 -0.1
C 0.51108 -0.28871 9.44212 0.4 1.3 -0.3
H 3.89457 0.69552 8.77787 -0.5 -0.7 0.0
H 3.40653 0.34596 10.48531 -0.2 -0.2 -0.1
H 4.79024 2.69661 9.19367 0.2 -0.1 -0.2
H 5.46875 1.62562 10.41588 -0.1 -0.1 0.1
H 4.22565 2.87533 10.77487 -0.1 -0.4 0.5
H -0.33508 -0.68861 8.88337 0.2 -0.2 0.2
H 0.21510 0.14218 10.39858 -0.4 0.3 -0.3
H 1.28053 -1.00020 9.74185 0.2 -0.1 -0.9
O -8.55846 3.57258 -5.19166 3.7 -0.7 -0.9
S -7.19682 3.37720 -5.76336 -0.6 0.6 0.0
O -6.57210 4.47734 -6.52879 -1.1 -2.2 1.6
O -6.15728 2.82807 -4.56178 -2.0 0.4 -0.9
C -4.72177 2.84208 -4.78190 -1.1 2.2 -0.3
C -4.19842 4.31990 -4.78633 1.8 -0.5 -0.4
C -7.23320 1.88260 -6.83076 -0.4 0.8 0.3
H -4.52916 2.35591 -5.73826 0.2 -0.1 0.1
H -4.31587 2.27028 -3.94741 -0.1 0.0 -0.2
H -3.54937 4.39155 -5.65908 0.4 -0.1 0.0
H -3.54556 4.49819 -3.93188 -0.1 -0.1 0.1
H -4.75956 5.24517 -4.91715 -1.1 -0.8 0.3
H -7.58901 1.02613 -6.25811 0.3 0.2 0.1
H -6.25832 1.73775 -7.29628 -0.1 0.0 0.2
H -7.97368 2.09608 -7.60162 0.1 0.2 0.0
O 6.44395 -0.27446 -4.37306 -2.4 -1.7 0.0
S 5.36705 -1.29040 -4.35517 1.7 -0.1 -0.7
O 5.21833 -2.16173 -3.21341 -0.3 1.2 -0.7
O 3.92537 -0.64149 -4.70622 1.2 0.5 0.1
C 3.89822 0.39953 -5.73503 -0.1 0.7 -1.0
C 2.62359 1.19623 -5.54900 -0.2 -1.0 0.7
C 5.55749 -2.37205 -5.80208 0.3 0.7 0.2
H 3.91322 -0.04241 -6.73131 -0.3 -0.6 0.1
H 4.75326 1.07337 -5.78920 0.4 -0.3 1.0
H 1.82435 0.45879 -5.62302 -0.4 0.3 -0.1
H 2.47598 1.99954 -6.27081 0.2 -0.2 0.0
H 2.59900 1.56877 -4.52493 0.0 0.3 -0.1
H 6.53338 -2.85627 -5.76641 -0.1 0.0 0.4
H 5.57640 -1.73025 -6.68288 -0.2 0.0 0.0
H 4.74671 -3.09965 -5.83875 0.1 0.2 0.1
C 0.83793 -2.21171 1.83336 0.9 0.8 -0.1
S 0.47561 -1.17814 0.33540 -2.3 -0.5 1.0
O -1.07550 -1.29163 0.20632 2.9 0.8 0.2
C 1.03307 0.48120 1.04097 -0.4 -0.4 -0.3
H 0.39767 -3.20628 1.76191 -0.2 0.3 -0.3
H 0.59443 -1.70494 2.76717 -0.6 0.0 -0.2
H 1.92211 -2.30428 1.89727 0.2 -0.2 -0.3
H 0.93535 1.22845 0.25347 -0.4 -0.1 0.0
H 2.09741 0.49535 1.27565 0.0 -0.6 0.1
H 0.46896 0.76124 1.93062 -0.2 -0.1 -0.1
C -0.07250 -9.61577 -5.06257 0.4 1.4 0.3
S 1.55643 -9.12085 -4.40267 1.7 0.4 -1.2
O 2.19063 -8.07701 -5.36553 -1.8 -1.5 2.0
C 0.96063 -8.41577 -2.81133 0.3 0.7 -0.9
H -0.61369 -8.68228 -4.90821 -0.6 -0.2 -0.5
H -0.53827 -10.41274 -4.48292 0.3 -0.1 -0.1
H 0.07487 -9.83175 -6.12074 -0.1 -0.1 0.2
H 0.09173 -9.01059 -2.52974 0.4 -0.1 0.4
H 0.67729 -7.36724 -2.90310 -0.3 0.0 -0.4
H 1.81475 -8.38019 -2.13507 -0.2 -0.6 0.1
C -7.05022 4.20910 1.87150 0.6 0.2 -0.6
S -5.27358 4.61933 2.42611 -2.5 -1.0 2.6
O -5.56405 4.89306 3.90531 1.0 0.0 -1.8
C -4.76682 2.86943 2.33743 -0.6 -1.4 -0.5
H -7.06454 3.78185 0.86883 0.1 -0.1 0.0
H -7.68215 5.09706 1.85482 0.5 0.3 0.1
H -7.52717 3.52682 2.57514 0.6 -0.1 0.2
H -5.57085 2.21664 2.67728 -0.4 0.4 0.3
H -3.92122 2.44249 2.87667 0.4 1.2 0.1
H -4.66845 2.55539 1.29830 0.3 0.4 -0.3
C 1.21809 7.13895 3.00515 -0.3 -1.0 -0.2
S 0.87796 7.16916 4.81392 -0.6 -1.1 0.6
O -0.39512 6.38956 5.18482 2.4 1.0 -1.2
C 2.38338 6.14635 5.16223 -0.3 -0.4 0.6
H 0.31918 7.39794 2.44571 0.0 0.1 0.2
H 1.50602 6.11536 2.76539 -0.3 -0.1 -0.1
H 2.06181 7.73962 2.66543 -0.1 0.4 0.6
H 2.42563 5.15812 4.70428 -0.4 0.2 -0.8
H 2.43164 5.84490 6.20860 -0.2 0.7 0.3
H 3.27154 6.72291 4.90369 -0.1 0.1 0.0
C 2.12766 -6.20115 7.87338 -0.2 0.8 -0.5
S 3.83296 -5.94166 8.53696 -0.4 -0.9 1.4
O 3.82766 -4.79789 9.52103 0.0 -0.4 -1.5
C 4.74501 -5.59083 7.00702 -0.7 1.6 -0.4
H 2.00432 -7.20519 7.46745 0.4 0.0 -0.1
H 1.87767 -5.44671 7.12745 0.3 -0.1 -0.4
H 1.31891 -6.05244 8.58887 0.6 -0.1 0.7
H 4.84146 -6.46740 6.36637 0.2 -0.1 0.5
H 5.66498 -5.07235 7.27709 0.3 -0.8 0.3
H 4.27895 -4.80958 6.40657 -0.6 0.0 0.0
C 9.52598 1.34383 2.54269 0.0 0.8 0.1
S 8.53029 1.43207 4.09630 -2.2 0.2 -1.4
O 7.42514 2.48651 3.93738 1.9 -1.3 0.1
C 7.66624 -0.17819 3.74976 0.8 -0.2 0.3
H 10.32131 0.60257 2.62058 -0.3 -0.2 0.1
H 10.03068 2.30126 2.41334 -0.1 0.1 0.2
H 8.91077 1.21073 1.65280 -0.2 -0.3 0.2
H 8.41098 -0.91054 3.43814 0.2 0.0 0.0
H 6.93793 -0.11956 2.94094 0.0 0.5 0.2
H 7.22665 -0.57567 4.66457 -0.2 0.4 0.0
C -3.39220 -3.31140 -7.91301 0.3 0.8 -0.8
S -1.61098 -3.52994 -7.62709 2.1 2.8 0.4
O -0.81834 -2.32786 -8.26081 -2.0 -2.4 1.1
C -1.55491 -3.18411 -5.78367 0.4 -0.9 -0.8
H -3.41374 -2.50576 -8.64688 0.0 0.3 0.2
H -3.95088 -2.99898 -7.03074 0.0 -0.4 -0.1
H -3.78618 -4.14928 -8.48819 -0.1 -0.3 0.6
H -0.50986 -3.25961 -5.48322 0.1 0.1 -0.4
H -2.02819 -4.06185 -5.34355 -0.4 0.3 0.3
H -1.91311 -2.21207 -5.44465 -0.4 -0.2 -0.4
C 7.02361 6.06322 -3.75292 -0.1 0.7 0.6
S 5.80037 6.46141 -2.46794 -0.9 -1.4 -0.7
O 4.48239 6.00252 -3.05031 0.7 0.7 0.5
C 6.28221 5.12249 -1.34510 -0.4 0.1 0.3
H 6.80027 5.07584 -4.15700 0.1 0.1 0.0
H 8.00994 6.14503 -3.29623 0.1 -0.2 -0.1
H 6.92186 6.87775 -4.47006 0.0 -0.3 -0.3
H 5.80915 5.26564 -0.37359 0.4 0.5 0.1
H 7.37118 5.09954 -1.30375 -0.1 -0.3 0.3
H 5.80946 4.19146 -1.65779 0.4 0.0 -0.7